Record 1
{
  "formula": "C21H30NO3",
  "method": "ωB97M-V/def2-TZVPD",
  "relative_energy_ev": 2.343,
  "charge": 1,
  "lumo_energy_ev": -5.42,
  "symbols": ["C", "O", "C", "C", "C", "C", "C", "C", "C", "C", "H", "H", "H", "H", "H", "H", "H", "H", "H", "H", "H", "C", "O", "C", "O", "C", "C", "C", "C", "N", "C", "C", "C", "C", "C", "C", "H", "H", "H", "H", "H", "H", "H", "H", "H", "H", "H", "H", "H", "H", "H", "H", "H", "H", "H"],
  "xyz": [[-2.327, -3.150, -0.627], [-1.455, -3.998, 0.146], [-0.773, -3.462, 1.116], [0.083, -4.261, 1.917], [0.789, -3.615, 2.961], [1.650, -4.340, 3.766], [1.832, -5.719, 3.565], [2.773, -6.482, 4.445], [1.122, -6.359, 2.535], [0.256, -5.663, 1.713], [-2.762, -3.811, -1.379], [-3.106, -2.721, 0.018], [-1.751, -2.341, -1.096], [-0.898, -2.388, 1.307], [0.622, -2.544, 3.091], [2.203, -3.852, 4.569], [2.801, -7.534, 4.150], [3.790, -6.074, 4.380], [2.463, -6.423, 5.497], [1.270, -7.431, 2.391], [-0.299, -6.151, 0.914], [-3.375, 0.366, 0.273], [-2.470, 1.430, 0.606], [-2.039, 2.092, -0.484], [-2.373, 1.770, -1.611], [-1.168, 3.266, -0.105], [-2.004, 4.413, 0.490], [-1.484, 5.695, -0.157], [-0.370, 5.278, -1.128], [-0.482, 3.830, -1.237], [0.468, 3.105, -1.952], [0.134, 2.197, -2.915], [1.102, 1.445, -3.754], [2.556, 1.934, -3.625], [2.877, 2.335, -2.189], [1.936, 3.430, -1.687], [-3.645, -0.083, 1.228], [-4.260, 0.770, -0.233], [-2.887, -0.367, -0.381], [-0.455, 2.893, 0.658], [-3.072, 4.271, 0.271], [-1.868, 4.394, 1.575], [-2.285, 6.198, -0.707], [-1.093, 6.390, 0.591], [-0.475, 5.756, -2.113], [0.610, 5.581, -0.718], [-0.914, 2.005, -3.118], [1.065, 0.381, -3.469], [0.782, 1.491, -4.804], [3.239, 1.143, -3.951], [2.702, 2.796, -4.287], [2.776, 1.457, -1.540], [3.912, 2.686, -2.111], [2.184, 4.384, -2.189], [2.092, 3.590, -0.608]]
}



Record 2
{
  "formula": "C23H27N3O5S",
  "method": "ωB97M-V/def2-TZVPD",
  "relative_energy_ev": 24.582,
  "lumo_energy_ev": 0.35,
  "symbols": ["C", "H", "C", "C", "O", "C", "C", "C", "C", "C", "C", "H", "H", "N", "C", "O", "C", "N", "C", "C", "N", "S", "O", "O", "C", "C", "C", "C", "C", "C", "H", "H", "H", "H", "H", "C", "C", "H", "H", "H", "H", "H", "H", "H", "H", "C", "C", "O", "H", "H", "H", "H", "H", "H", "H", "H", "H", "H", "H"],
  "xyz": [[0.720, -1.621, 7.276], [0.739, -1.844, 8.438], [1.465, -0.504, 6.988], [1.221, -0.129, 5.373], [-0.311, 0.235, 5.096], [-0.503, 0.640, 3.797], [-1.791, 1.110, 3.630], [-2.411, 1.165, 2.500], [-1.570, 1.168, 1.341], [-0.248, 0.930, 1.530], [0.489, 0.426, 2.729], [1.385, 0.125, 2.707], [0.247, 0.930, 0.622], [-1.995, 1.621, 0.175], [-1.498, 2.370, -0.784], [-0.284, 3.118, -0.624], [-2.330, 2.675, -2.056], [-1.769, 1.791, -3.209], [-1.668, 0.171, -2.816], [-0.237, -0.097, -2.316], [0.703, 0.286, -3.130], [2.416, -0.090, -2.475], [2.278, -0.056, -0.932], [3.439, 0.642, -3.120], [2.196, -2.147, -2.821], [2.110, -2.850, -1.805], [1.982, -4.049, -2.318], [2.321, -4.616, -3.550], [2.415, -3.399, -4.664], [2.364, -2.082, -4.168], [2.493, -1.469, -4.868], [2.348, -3.836, -5.666], [2.271, -5.535, -3.888], [1.928, -4.886, -1.596], [1.997, -2.506, -0.904], [0.861, 1.704, -3.176], [-0.757, 2.050, -3.883], [-0.510, 1.911, -4.887], [-0.658, 3.244, -4.014], [1.010, 2.296, -2.391], [1.563, 2.247, -3.860], [-0.052, 0.319, -1.376], [-0.267, -1.203, -2.393], [-1.831, -0.096, -4.007], [-2.487, -0.190, -2.411], [-3.709, 2.139, -1.434], [-3.416, 1.412, -0.248], [-4.193, 0.669, 0.343], [-4.246, 2.811, -1.254], [-4.062, 1.472, -2.412], [-2.238, 3.494, -2.381], [-3.394, 1.490, 2.468], [-2.508, 0.829, 4.820], [1.514, -0.885, 4.774], [1.941, 0.835, 5.134], [1.300, 0.511, 7.459], [2.430, -0.599, 6.972], [1.098, -2.540, 6.616], [-0.302, -1.605, 7.047]]
}



Record 3
{
  "formula": "C34H90Cl10NO29P7",
  "method": "ωB97M-V/def2-TZVPD",
  "lumo_energy_ev": 0.08,
  "symbols": ["C", "C", "O", "N", "C", "H", "H", "H", "H", "H", "H", "H", "C", "O", "P", "O", "O", "C", "O", "C", "H", "H", "H", "H", "H", "H", "H", "H", "H", "C", "O", "P", "O", "O", "C", "O", "C", "H", "H", "H", "H", "H", "H", "H", "H", "H", "C", "O", "P", "O", "O", "C", "O", "C", "H", "H", "H", "H", "H", "H", "H", "H", "H", "C", "O", "P", "O", "O", "C", "O", "C", "H", "H", "H", "H", "H", "H", "H", "H", "H", "C", "O", "P", "O", "O", "C", "O", "C", "H", "H", "H", "H", "H", "H", "H", "H", "H", "C", "O", "P", "O", "O", "C", "O", "C", "H", "H", "H", "H", "H", "H", "H", "H", "H", "C", "O", "P", "O", "O", "C", "O", "C", "H", "H", "H", "H", "H", "H", "H", "H", "H", "Cl", "C", "C", "Cl", "H", "H", "H", "H", "Cl", "C", "C", "Cl", "H", "H", "H", "H", "Cl", "C", "C", "Cl", "H", "H", "H", "H", "Cl", "C", "C", "Cl", "H", "H", "H", "H", "Cl", "C", "C", "Cl", "H", "H", "H", "H"],
  "xyz": [[-3.823, -2.435, 7.488], [-4.660, -1.359, 6.857], [-5.770, -1.069, 7.330], [-4.229, -0.675, 5.807], [-4.817, 0.569, 5.241], [-3.644, -2.110, 8.513], [-3.006, -2.779, 6.855], [-4.477, -3.300, 7.603], [-3.418, -1.015, 5.310], [-4.871, 0.360, 4.173], [-4.302, 1.524, 5.349], [-5.842, 0.721, 5.580], [-2.226, -0.654, -0.208], [-0.820, -0.360, 0.022], [-0.323, -0.220, 1.537], [-1.107, -1.104, 2.453], [1.254, -0.593, 1.369], [2.110, -0.427, 2.487], [-0.451, 1.360, 1.813], [0.372, 2.238, 1.085], [-2.740, -1.074, 0.656], [-2.448, -1.278, -1.074], [-2.737, 0.295, -0.371], [2.093, 0.596, 2.864], [3.093, -0.868, 2.321], [1.691, -0.993, 3.319], [1.116, 2.568, 1.810], [-0.254, 3.035, 0.684], [0.935, 1.805, 0.258], [-2.506, -9.930, 3.070], [-2.290, -10.156, 1.744], [-1.523, -9.161, 0.739], [-0.105, -8.937, 1.194], [-1.810, -9.791, -0.772], [-0.942, -9.466, -1.819], [-2.404, -7.863, 0.724], [-1.810, -6.651, 0.155], [-1.772, -10.516, 3.623], [-3.508, -10.259, 3.347], [-2.367, -8.887, 3.351], [-0.142, -8.803, -1.490], [-1.571, -8.791, -2.400], [-0.648, -10.342, -2.398], [-2.294, -6.414, -0.793], [-0.731, -6.687, 0.007], [-1.878, -5.774, 0.799], [6.709, 0.940, -6.746], [7.509, 1.584, -5.751], [7.961, 0.889, -4.357], [9.027, -0.108, -4.469], [8.539, 2.243, -3.638], [9.947, 2.580, -3.690], [6.564, 0.558, -3.590], [6.529, -0.098, -2.356], [7.309, 0.890, -7.654], [5.822, 1.531, -6.974], [6.410, -0.080, -6.501], [10.584, 1.743, -3.979], [10.128, 2.934, -2.675], [10.241, 3.418, -4.322], [7.463, -0.411, -1.890], [5.883, -0.976, -2.352], [6.091, 0.545, -1.592], [6.493, 4.439, 6.607], [6.885, 4.912, 5.324], [5.753, 5.243, 4.207], [4.964, 4.048, 3.840], [4.845, 6.461, 4.742], [3.561, 6.217, 5.392], [6.624, 5.900, 3.020], [7.641, 5.049, 2.394], [6.697, 5.221, 7.338], [7.112, 3.600, 6.923], [5.453, 4.113, 6.571], [3.099, 5.322, 4.974], [2.858, 7.031, 5.212], [3.785, 6.242, 6.458], [7.741, 5.377, 1.359], [7.308, 4.015, 2.307], [8.630, 5.083, 2.850], [-1.919, 3.196, -8.830], [-1.367, 2.055, -8.161], [-0.018, 2.239, -7.214], [-0.084, 3.422, -6.346], [0.151, 0.752, -6.587], [1.207, 0.464, -5.700], [1.109, 2.303, -8.387], [1.343, 3.389, -9.228], [-1.796, 4.146, -8.310], [-2.987, 3.007, -8.721], [-1.562, 3.395, -9.840], [1.823, 1.328, -5.449], [1.925, -0.202, -6.178], [0.844, -0.116, -4.851], [2.370, 3.754, -9.255], [0.861, 4.250, -8.766], [0.951, 3.234, -10.233], [-11.599, -1.471, -2.721], [-12.005, -0.192, -2.208], [-11.150, 1.138, -2.570], [-11.374, 2.318, -1.650], [-11.437, 1.435, -4.174], [-12.579, 2.155, -4.665], [-9.622, 0.608, -2.571], [-8.653, 1.083, -1.633], [-11.284, -1.399, -3.762], [-12.377, -2.228, -2.634], [-10.767, -1.881, -2.148], [-13.409, 1.476, -4.860], [-12.340, 2.605, -5.629], [-12.808, 2.982, -3.993], [-8.322, 0.228, -1.044], [-9.082, 1.707, -0.850], [-7.788, 1.532, -2.122], [9.270, -3.959, -0.577], [9.797, -3.455, 0.688], [8.818, -3.592, 1.985], [7.402, -4.003, 1.673], [8.948, -2.134, 2.765], [8.123, -1.820, 3.857], [9.578, -4.653, 3.008], [10.783, -4.247, 3.644], [8.933, -3.131, -1.201], [8.471, -4.700, -0.584], [10.003, -4.512, -1.164], [7.172, -2.331, 4.006], [7.936, -0.760, 3.686], [8.731, -1.839, 4.761], [10.735, -4.320, 4.730], [11.091, -3.256, 3.312], [11.575, -4.942, 3.364], [-6.999, -2.911, 2.590], [-8.632, -2.298, 2.961], [-9.866, -3.069, 2.490], [-10.086, -4.421, 3.544], [-8.627, -1.362, 2.402], [-8.695, -2.071, 4.025], [-9.633, -3.514, 1.523], [-10.775, -2.470, 2.445], [3.604, -2.324, 7.784], [1.992, -2.438, 8.372], [1.701, -1.140, 9.164], [1.600, 0.262, 8.101], [1.891, -3.308, 9.021], [1.339, -2.390, 7.501], [2.297, -0.854, 10.031], [0.687, -1.192, 9.560], [-8.519, -2.096, -7.217], [-7.908, -0.510, -7.387], [-6.404, -0.429, -7.026], [-6.125, -0.743, -5.324], [-8.550, 0.210, -6.878], [-8.069, -0.277, -8.440], [-6.009, 0.542, -7.324], [-5.860, -1.160, -7.624], [1.347, 7.064, -2.270], [2.211, 6.521, -3.691], [2.680, 5.076, -3.465], [3.799, 4.915, -2.031], [3.070, 7.182, -3.810], [1.599, 6.649, -4.584], [3.239, 4.718, -4.330], [1.931, 4.296, -3.326], [-2.886, 7.368, 4.422], [-3.314, 5.863, 3.648], [-3.820, 6.070, 2.163], [-3.976, 4.438, 1.375], [-4.108, 5.482, 4.290], [-2.422, 5.235, 3.647], [-3.102, 6.687, 1.623], [-4.791, 6.565, 2.190]]
}



Computed values of HOMO-LUMO gap (unit: eV) for the preceding records, in sequence: 4.08 8.07 9.26.